[1]
This record from the OMol25 dataset describes a molecular structure, C23H36Cl2N5O3PmSi2Te in a non-equilibrium geometry. The level of theory is ωB97M-V/def2-TZVPD.

Results
DFT total energy = -3772.92305 hartree
largest force on an atom = 4.3 eV Å⁻¹
relative energy (zero: lowest compared OMol25 entry of this formula, charge and spin) = 0.0 kcal/mol
LUMO (spin up / spin down) = -0.224 / -0.223 Eh
2S+1 = 5
⟨S²⟩ = 6.0047
Kohn-Sham gap (spin up / spin down) = 6.7 / 6.8 eV
HOMO (spin up / spin down) = -12.84 / -12.84 eV
total charge = +2

XYZ file:
```
73
Properties=species:S:1:pos:R:3:forces:R:3
Pm -0.524127 0.001292 -1.111532 0.848 0.205 1.678
O -1.380962 -2.309040 -1.344918 -0.536 0.769 -1.278
C -0.561820 -3.370151 -1.891542 -1.484 -0.102 -1.578
C 0.770130 -3.301329 -1.259768 1.698 -0.143 0.020
C 1.743577 -4.303682 -1.515083 -0.320 0.021 1.359
C 2.747481 -4.461779 -0.548725 -0.146 0.870 -1.231
C 2.809248 -3.530412 0.460488 0.808 -0.875 1.197
C 1.915531 -2.512251 0.552071 -0.054 1.816 0.166
N 0.963838 -2.290977 -0.369757 -0.750 -1.199 0.057
H -2.139850 -2.127251 -1.950160 0.455 -0.429 0.616
H -0.554705 -3.339024 -3.028040 0.181 0.203 1.236
H -1.103486 -4.296981 -1.641187 0.613 0.060 0.049
H 1.678856 -5.027407 -2.321260 -0.393 0.188 0.039
H 3.543729 -5.190116 -0.593179 -0.241 -0.308 -0.298
H 3.569102 -3.651855 1.226847 -0.145 0.143 -0.014
H 1.994208 -1.792180 1.393025 -0.149 -0.363 -0.884
Cl -6.233095 5.127863 -1.386060 -0.918 0.588 -0.189
C -4.815921 4.244802 -1.191099 0.952 -1.391 0.007
C -3.798252 4.752926 -0.370031 1.238 -0.406 -0.124
C -2.549894 4.123329 -0.287439 -0.967 -0.868 0.013
Cl -1.236429 4.874048 0.521075 0.018 -0.018 0.099
C -2.371901 2.771490 -0.779933 0.509 0.743 -0.012
O -1.233357 2.133132 -0.643527 -1.246 -0.183 -0.202
C -3.494009 2.226852 -1.497419 0.336 -0.034 -0.333
C -3.505615 0.945292 -2.057009 1.433 -1.999 -0.267
O -2.596606 -0.012853 -1.975524 -2.020 2.198 -0.042
C -4.646136 3.014782 -1.780145 -0.807 0.659 0.154
H -4.005581 5.674498 0.153411 0.341 0.185 0.008
H -4.382382 0.684898 -2.666941 0.199 0.017 0.220
H -5.456694 2.677202 -2.441363 0.528 -0.231 0.383
C -1.062642 -2.078324 6.396150 0.194 0.580 -0.430
Si -0.615815 -2.269680 4.559032 -0.764 -0.354 0.371
C 0.231343 -3.974547 4.333978 0.117 0.516 0.438
C -2.086748 -2.104589 3.405867 -0.128 -0.879 0.266
C 0.489452 -0.838022 3.975093 1.283 1.078 -0.563
Te -0.240787 0.629374 2.441148 0.118 -0.474 0.301
C 1.379490 2.079296 2.476638 0.376 -0.879 0.287
Si 2.810598 1.898396 1.236074 0.493 0.779 -0.788
C 3.844027 3.494045 1.424539 -0.394 -0.282 0.066
C 3.976304 0.426598 1.479856 -0.123 -0.246 0.558
C 2.084906 1.809890 -0.608535 0.202 0.033 -0.019
H -1.799773 -2.830240 6.694956 0.327 -0.080 0.030
H -1.451381 -1.108445 6.732468 -0.080 -0.077 -0.451
H -0.125425 -2.178674 6.951137 -0.122 -0.421 0.124
H -0.380492 -4.670852 3.791295 -0.406 -0.010 -0.922
H 0.406795 -4.593528 5.227843 0.296 0.836 0.142
H 1.175774 -3.796174 3.807732 -0.045 -0.402 0.035
H -2.883086 -2.810891 3.621120 -0.060 -0.301 0.066
H -1.837312 -2.228166 2.363140 0.381 -0.293 -0.486
H -2.556504 -1.152991 3.455320 -0.342 1.125 0.352
H 1.424526 -1.204882 3.495042 -0.441 0.185 0.590
H 0.765520 -0.147120 4.807748 -0.087 -0.577 -0.568
H 1.723473 2.104191 3.523116 0.032 -0.149 -0.321
H 0.892283 3.030272 2.333600 -0.299 0.371 -0.239
H 4.067750 3.670241 2.478951 -0.256 0.004 0.116
H 3.389854 4.394156 1.018507 -0.379 0.073 0.095
H 4.819590 3.470558 0.967032 0.401 -0.446 -0.419
H 3.449873 -0.360843 2.043632 0.219 0.105 -0.151
H 4.920645 0.625537 2.036435 -0.757 0.169 -0.359
H 4.255795 0.003829 0.510955 -0.020 0.027 0.032
H 1.109875 2.365650 -0.711274 0.914 -0.401 0.095
H 1.985585 0.764147 -1.040478 0.240 0.833 0.580
H 2.833254 2.299896 -1.307105 -0.879 -0.498 0.782
N -0.768487 0.728119 -7.690997 0.672 1.046 -0.399
C -0.226736 1.308840 -6.600607 -1.482 0.068 -0.004
N -0.196926 2.639822 -6.572531 0.201 0.201 -0.343
N -0.010573 0.494873 -5.600091 0.937 -0.468 1.612
C 0.254825 0.613716 -4.353848 0.365 -0.836 2.608
N 0.468595 0.453705 -3.170298 -0.664 0.762 -4.153
H -0.689870 1.243807 -8.549639 -0.196 0.099 -0.277
H -0.639470 -0.247856 -7.818798 0.012 -0.803 0.245
H -0.547722 3.125434 -7.389501 0.230 0.135 0.317
H 0.214732 3.186331 -5.829947 -0.068 -0.264 -0.065
```
Positions in Å, forces in eV/Å.

Atom charges from the Löwdin analysis, given in e for atoms 1 to 8:
1. Pm 1.68
2. O -0.21
3. C -0.15
4. C -0.25
5. C 0.03
6. C -0.02
7. C -0.06
8. C -0.13

=====

[2]
This record from the OMol25 dataset describes a molecular structure, C23H36CuO7PS2 in a non-equilibrium geometry. The level of theory is ωB97M-V/def2-TZVPD.

Results
DFT total energy = -4202.70668 hartree
largest force on an atom = 1.6 eV Å⁻¹
LUMO = -0.127 Eh
2S+1 = 1
Kohn-Sham gap = 4.3 eV
HOMO = -7.75 eV

XYZ file:
```
70
Properties=species:S:1:pos:R:3:forces:R:3
C 6.077189 -1.543855 1.846919 -0.377 0.513 -0.005
C 5.158106 -0.504438 1.160927 0.247 -0.796 0.063
C 4.499053 -1.068834 -0.101264 0.402 -0.284 -0.537
C 4.424309 -0.037887 -1.259400 0.036 -0.740 1.188
C 3.411036 1.060681 -1.073229 -0.239 -0.009 -1.339
C 1.987098 0.490386 -1.172484 0.668 -0.051 0.080
C 0.891058 1.445486 -0.716145 -0.829 -0.288 0.717
C 1.355104 2.942805 -0.526285 0.001 0.938 0.088
O 2.035492 3.425698 -1.427115 0.402 -0.292 -0.604
O 0.967154 3.449239 0.531199 -0.459 0.044 0.516
C 0.249755 0.972384 0.605389 -0.264 -1.010 -0.829
S 1.429992 0.609324 1.912609 0.618 -0.146 0.782
C 0.468813 0.854513 3.387827 -0.525 0.545 -0.437
O 2.553644 1.497981 1.971055 0.020 0.341 -0.188
O 1.779426 -0.801380 1.846434 -0.267 -0.233 -0.255
C -0.555683 -0.310891 0.372930 0.034 0.103 0.015
C -1.896602 -0.003638 -0.294972 -0.180 -0.824 1.336
C -2.947245 0.348637 0.818587 -0.076 0.756 -0.195
C -3.610608 1.698855 0.663019 -0.595 0.211 -0.129
C -2.978698 2.906252 0.963549 -0.174 0.003 0.060
C -3.646004 4.118403 0.827539 -0.339 -0.181 -0.125
C -4.969623 4.146257 0.391748 0.133 -0.511 0.015
C -5.614675 2.950011 0.084267 0.437 0.191 0.225
C -4.937097 1.741762 0.219092 0.160 0.294 0.077
P -2.600235 -1.513665 -1.155581 -1.333 0.280 -0.791
C -2.793290 -2.783715 0.186883 0.918 -0.026 -0.163
C -3.871838 -3.824409 -0.168923 0.590 0.445 -0.029
C -1.310699 -2.245206 -2.246812 0.082 -0.316 0.019
C -1.595846 -3.714100 -2.604800 0.224 0.699 -0.055
O -1.847583 1.140334 -1.152763 0.813 -0.206 -0.159
S -0.495850 1.497125 -1.938456 0.514 0.830 -1.267
O -0.690793 2.831297 -2.383346 -0.342 0.115 0.351
O -0.253442 0.522131 -2.970978 -0.105 -0.609 0.491
H 7.117648 -1.291967 1.670563 0.192 -0.242 0.010
H 5.887493 -1.540822 2.914524 0.194 0.019 0.191
H 5.865360 -2.554046 1.506484 0.092 -0.136 -0.108
H 4.408421 -0.211887 1.881963 -0.288 0.377 -0.189
H 5.735997 0.361862 0.850072 0.017 0.220 0.206
H 5.176904 -1.897064 -0.436509 0.083 -0.047 0.036
H 3.543986 -1.540680 0.144442 -0.219 0.202 0.102
H 5.431869 0.343567 -1.398777 0.098 0.077 -0.244
H 4.187278 -0.576522 -2.237729 -0.099 1.016 -0.571
H 3.608109 1.652322 -0.185724 -0.007 -0.209 0.290
H 3.521425 1.741641 -1.912620 0.032 0.295 0.124
H 1.942855 -0.418086 -0.572143 -0.161 -0.089 0.139
H 1.847062 0.159579 -2.201759 -0.180 0.181 -0.150
H -0.431222 1.731267 0.961402 0.283 0.377 0.201
H -0.149234 -0.007685 3.606156 0.103 -0.201 0.072
H 1.144794 1.124490 4.187498 0.247 -0.242 0.118
H -0.171718 1.716162 3.203715 -0.001 0.101 0.038
H -0.745942 -0.780357 1.333284 -0.234 -0.260 -0.007
H -0.010546 -1.047816 -0.211045 0.332 0.122 0.021
H -2.484039 0.312064 1.803432 0.212 -0.075 0.040
H -3.750385 -0.381015 0.831874 -0.049 -0.191 -0.055
H -1.958196 2.929357 1.322680 0.096 -0.009 -0.050
H -3.141674 5.043885 1.058987 0.124 0.036 0.039
H -5.510835 5.075335 0.299692 0.056 0.150 -0.014
H -6.643986 2.977969 -0.237098 -0.114 -0.121 -0.087
H -5.449757 0.819016 -0.013078 -0.013 -0.121 -0.054
H -2.968915 -2.315203 1.148486 -0.155 0.088 0.096
H -1.824476 -3.279276 0.283148 0.069 -0.098 0.145
H -4.786738 -3.615981 0.372179 -0.220 -0.133 -0.022
H -4.062998 -3.789009 -1.235982 -0.281 -0.065 -0.123
H -3.495468 -4.817068 0.057256 -0.222 -0.197 0.190
H -0.286793 -2.164682 -1.873196 0.012 0.095 0.143
H -1.356317 -1.681245 -3.171952 0.127 0.290 -0.005
H -1.612921 -4.344505 -1.722851 -0.089 -0.260 -0.013
H -0.800591 -4.035135 -3.272030 0.084 -0.288 -0.029
H -2.523146 -3.783632 -3.165156 -0.227 -0.204 0.115
Cu 4.075273 -2.212371 -2.187607 -0.088 -0.242 0.489
```
Positions in Å, forces in eV/Å.

Atom charges from the Löwdin analysis, given in e for atoms 1 to 8:
1. C -0.08
2. C -0.21
3. C -0.25
4. C -0.20
5. C -0.16
6. C -0.14
7. C -0.30
8. C -0.72